[1]
Density functional theory data (the ωB97M-V functional and the def2-TZVPD basis) for a 15-piece molecular cluster, C59H99N11O10 overall.

Atoms and positions in Å:
C -2.280497 -5.279541 -3.422954
C -1.646599 -6.472360 -4.088414
C -0.420138 -6.742943 -3.205443
O -0.340969 -5.698815 -2.237999
C -1.153972 -4.600276 -2.642970
H -3.148158 -5.516698 -2.802129
H -2.727067 -4.535316 -4.095508
H -1.477644 -6.350553 -5.159668
H -2.329484 -7.328258 -4.099491
H 0.467022 -6.742660 -3.849878
H -0.408505 -7.694877 -2.677795
H -0.623805 -3.950951 -3.348040
H -1.588150 -4.122081 -1.767932
C -1.310819 -3.882001 2.925702
C -1.396815 -3.977252 4.437431
C -1.309010 -5.488834 4.716942
O -1.203484 -6.140399 3.461966
C -0.651570 -5.197686 2.529939
H -0.818109 -2.966122 2.592549
H -2.295848 -3.904602 2.456708
H -2.260361 -3.488029 4.882598
H -0.460857 -3.529453 4.786162
H -2.143683 -5.863696 5.305461
H -0.379515 -5.658571 5.276226
H -0.940766 -5.528688 1.532384
H 0.440679 -5.273005 2.599202
C 2.451976 6.208273 0.918143
C 3.762722 5.822957 0.279890
C 4.024674 4.340694 0.668179
O 2.866885 4.020505 1.481729
C 1.798605 4.848229 1.085859
H 1.903830 6.874051 0.250690
H 2.581525 6.637312 1.911113
H 4.594930 6.448160 0.607542
H 3.738028 5.892989 -0.809551
H 4.944710 4.250860 1.242679
H 4.101860 3.695568 -0.207311
H 0.988541 4.765076 1.815603
H 1.303400 4.449302 0.186244
C -0.893557 6.456061 -1.878116
C -0.718279 7.396936 -3.075753
C -0.378304 6.441822 -4.238441
O -0.154385 5.152266 -3.637795
C 0.062367 5.360081 -2.239989
H -1.942046 6.145903 -1.846239
H -0.758437 6.843580 -0.864728
H 0.112065 8.088580 -2.927341
H -1.623498 7.977067 -3.254036
H 0.487724 6.851247 -4.764010
H -1.181893 6.307328 -4.961648
H 1.119545 5.610534 -2.104832
H -0.223040 4.415945 -1.769198
C -6.244108 1.992906 3.165604
C -5.914324 1.711404 1.697138
O -6.832874 1.691075 0.881659
N -4.642013 1.458261 1.362876
C -4.225948 1.147745 0.020213
H -6.947220 2.817805 3.119864
H -5.325675 2.161608 3.729534
H -6.731685 1.105332 3.566760
H -3.909446 1.547210 2.057514
H -3.262767 0.627854 0.057476
H -3.988540 2.032546 -0.577915
H -4.931866 0.489208 -0.479020
C 2.627689 -4.913375 0.910151
C 2.537857 -3.411334 1.124343
O 2.421766 -2.625207 0.191155
N 2.703558 -2.958242 2.382617
C 2.442402 -1.543161 2.657379
H 1.689942 -5.154572 0.405834
H 2.860384 -5.477207 1.806479
H 3.411774 -5.062142 0.166363
H 2.745650 -3.568819 3.177421
H 2.820138 -1.306583 3.653485
H 1.360566 -1.405813 2.702708
H 2.960914 -0.835028 2.022652
C -5.211003 -0.780996 5.911716
C -5.131697 -1.567951 4.632844
O -5.802551 -2.584943 4.469890
N -4.265647 -1.103767 3.714862
C -4.099887 -1.715559 2.415169
H -5.577662 -1.447042 6.691360
H -5.962697 0.005361 5.825992
H -4.247782 -0.374457 6.220522
H -3.758768 -0.261668 3.955947
H -4.283825 -2.786946 2.442437
H -3.117455 -1.586234 1.965881
H -4.846738 -1.257944 1.762983
C 5.591949 3.765886 -4.690858
C 4.311617 3.581499 -3.905121
O 3.964332 4.402034 -3.067092
N 3.607037 2.459973 -4.160364
C 2.514435 2.024164 -3.300117
H 6.477013 3.643867 -4.065060
H 5.647805 4.799590 -5.031741
H 5.686390 3.098605 -5.547749
H 3.980113 1.777474 -4.795118
H 1.946427 2.838952 -2.865054
H 2.953942 1.386222 -2.529632
H 1.828177 1.448769 -3.923123
C -0.691947 2.596352 2.701463
C -1.378066 1.446796 3.442247
O -2.604110 1.375841 3.471638
N -0.552266 0.631742 4.110296
C -0.911343 -0.417856 5.026251
H -0.909949 2.533409 1.635025
H 0.388512 2.565956 2.838090
H -1.115344 3.500944 3.133484
H 0.430573 0.825085 3.957059
H -0.239372 -1.269032 4.925355
H -1.927519 -0.798723 4.942407
H -0.844685 -0.060938 6.060230
C 1.472284 1.444566 0.072829
C 0.210920 0.703057 -0.382748
O -0.749031 1.320202 -0.836886
N 0.252757 -0.626685 -0.247825
C -0.800590 -1.569817 -0.533409
H 1.429116 2.437884 -0.359043
H 2.368856 0.921755 -0.267178
H 1.550971 1.481651 1.159108
H 1.146272 -0.994995 0.046354
H -1.224637 -1.439432 -1.530185
H -1.630212 -1.518199 0.171828
H -0.380263 -2.573287 -0.493455
N -3.873928 -2.642933 -0.676521
C -4.059790 -2.000598 -1.825384
C -4.863794 -2.482993 -2.842620
C -5.549680 -3.673684 -2.659096
C -5.420820 -4.321822 -1.442076
C -4.563110 -3.771163 -0.490696
H -3.611807 -1.020812 -1.956171
H -4.896157 -1.977874 -3.798574
H -6.143870 -4.039160 -3.486791
H -6.005015 -5.214604 -1.264519
H -4.406951 -4.309843 0.436575
N -3.162916 0.334039 -4.385312
C -4.023848 0.517428 -5.398868
C -4.145729 1.706511 -6.103328
C -3.369068 2.792312 -5.719179
C -2.552458 2.645536 -4.606556
C -2.471274 1.411321 -3.990951
H -4.602219 -0.366677 -5.636140
H -4.742670 1.781508 -7.002523
H -3.328460 3.709122 -6.291289
H -1.940727 3.483410 -4.292754
H -1.860119 1.279066 -3.103355
N 2.894398 -4.462884 -3.628986
C 3.500033 -4.125938 -4.770691
C 3.712739 -2.803629 -5.167488
C 3.137287 -1.811915 -4.393960
C 2.415272 -2.131859 -3.247303
C 2.338517 -3.483279 -2.920498
H 4.017277 -4.942545 -5.260810
H 4.296018 -2.497756 -6.024200
H 3.220120 -0.762336 -4.655920
H 1.997886 -1.373374 -2.599704
H 1.849610 -3.777488 -1.999916
N 6.475195 1.096969 1.386907
C 6.212303 1.637635 0.204475
C 5.372789 1.068903 -0.735273
C 4.862210 -0.192152 -0.545884
C 5.105605 -0.800083 0.701161
C 5.909203 -0.105246 1.598689
H 6.657930 2.602562 -0.013532
H 5.211099 1.601811 -1.666941
H 4.269203 -0.718780 -1.283222
H 4.699340 -1.763345 0.963099
H 6.149670 -0.601589 2.532723
N 2.503791 1.195102 4.310443
C 3.573145 1.829343 3.777267
C 4.729694 2.051788 4.510747
C 4.722975 1.753071 5.860084
C 3.653423 1.095998 6.414698
C 2.574791 0.792815 5.588405
H 3.461149 1.925995 2.705920
H 5.606044 2.481021 4.044682
H 5.572153 2.008732 6.482648
H 3.533497 0.898431 7.471564
H 1.677650 0.305719 5.949333

Force components x, y, z for each atom (eV/Å):
-1.194 1.504 -0.275
-0.831 -1.044 0.013
0.703 0.194 -0.784
0.193 0.145 0.366
-0.766 -1.411 -0.604
0.415 -0.385 0.370
0.265 -0.245 -0.327
0.675 0.438 0.181
0.002 0.029 0.363
0.177 0.154 0.216
-0.322 -0.002 0.077
0.200 0.324 0.458
0.513 0.371 0.030
-0.387 -0.090 -0.636
0.684 -0.041 -0.015
0.575 0.393 0.185
-0.335 0.061 -0.239
-0.231 -0.650 0.277
0.146 -0.119 -0.107
-0.029 0.147 0.124
0.025 0.055 -0.053
-0.311 0.187 0.474
-0.087 -0.231 -0.281
-0.133 -0.233 0.153
0.047 0.009 -0.018
0.046 0.503 0.083
-0.610 -0.230 -0.252
1.386 -0.283 -0.638
-0.997 1.094 0.302
0.824 -0.947 0.100
-0.675 -0.295 -0.160
-0.168 0.124 0.310
0.012 0.223 -0.107
-0.076 0.057 0.025
-0.181 0.083 0.036
-0.191 -0.272 0.347
-0.242 -0.073 -0.065
0.394 0.279 0.406
0.451 0.316 -0.347
-0.437 0.592 0.259
-0.209 0.311 0.203
-0.252 -0.058 0.455
0.189 0.461 -0.433
-0.545 -1.061 -0.484
0.172 -0.589 -0.279
0.503 0.440 -0.262
-0.050 0.033 0.085
0.090 0.064 -0.092
0.228 -0.464 -0.062
-0.086 0.116 0.016
-0.031 0.048 0.427
0.450 -0.032 0.154
0.764 -0.459 -0.891
-1.177 -0.111 -0.078
0.326 -0.009 0.024
0.568 0.110 0.317
0.835 -0.209 -0.248
0.088 0.141 0.481
-0.218 0.360 0.205
-0.140 0.030 -0.014
-0.210 -0.009 0.055
-0.124 -0.128 0.191
-0.516 0.071 -0.069
-0.205 0.243 -0.033
-0.010 1.075 -0.697
0.851 -0.579 0.191
-0.411 -0.022 -0.131
-0.001 1.023 -0.078
-0.087 -0.418 1.316
0.016 -0.560 0.278
-0.313 -0.137 0.037
0.024 -0.104 0.044
-0.019 -0.283 -0.145
-0.032 -0.227 0.045
0.003 0.480 -0.341
-0.258 -0.249 -0.509
-0.276 -0.093 0.445
-0.326 -0.976 -0.094
0.177 0.397 -0.028
0.678 0.000 0.507
-0.709 0.242 -0.436
0.100 -0.064 -0.037
0.204 0.174 -0.108
-0.060 0.213 -0.088
0.026 0.061 -0.460
-0.181 0.030 0.317
0.096 0.384 0.307
0.173 -0.260 -0.380
0.137 0.255 -0.311
0.448 0.365 0.282
-0.005 -0.167 0.012
-0.319 0.130 0.152
0.196 -0.537 -0.530
-0.196 -0.213 0.231
-0.173 -0.040 -0.095
-0.062 -0.001 0.011
0.096 0.086 -0.080
0.291 0.240 -0.027
-0.432 0.001 0.240
-0.057 -0.118 0.205
-0.114 -0.781 0.244
0.048 0.766 -0.114
-0.142 -0.380 0.181
0.194 -0.009 -0.521
-0.139 -0.178 0.800
-0.166 0.099 0.006
0.004 0.168 0.051
0.084 0.152 -0.187
0.216 -0.128 0.246
0.059 0.050 -0.114
0.005 0.214 -0.569
0.145 0.008 0.001
-0.225 -0.647 -0.326
-0.057 0.717 -0.074
-0.070 -0.130 0.113
0.716 -0.185 0.262
-0.285 -0.101 -0.191
0.143 0.080 0.155
0.018 0.076 -0.082
-0.193 0.168 0.028
-0.075 -0.354 0.039
0.092 0.177 -0.038
0.025 0.103 0.053
0.070 0.023 0.074
-0.208 -0.156 0.288
-0.269 0.293 -0.156
0.109 -0.323 -0.313
0.271 0.473 -0.125
-0.188 0.174 -0.166
-0.037 -0.367 -0.389
0.342 -0.158 0.079
-0.073 0.205 0.129
-0.158 -0.255 0.220
0.215 -0.091 0.260
0.037 0.150 0.146
-0.468 0.615 -0.086
0.503 -0.232 0.369
0.238 0.206 -0.337
0.254 -0.508 0.229
0.114 0.465 -0.446
-0.152 -0.379 0.409
-0.122 0.079 -0.316
-0.259 -0.156 0.150
-0.280 0.044 0.006
0.064 -0.134 0.233
0.162 -0.013 -0.088
-0.382 0.188 -0.533
1.110 0.270 0.531
-0.499 -0.039 0.200
-0.485 0.510 0.480
0.516 -0.561 -0.477
-0.089 0.175 0.498
-0.229 -0.008 -0.327
0.007 -0.415 -0.163
0.190 -0.049 -0.148
-0.152 -0.023 -0.015
-0.053 -0.057 -0.040
-0.230 -0.699 -0.146
-0.192 0.420 0.318
0.280 0.073 -1.048
-0.257 -0.708 1.193
0.408 0.917 -0.688
0.103 -0.269 0.144
0.046 0.011 0.123
-0.038 -0.022 0.027
-0.060 0.127 -0.089
0.073 -0.097 -0.101
-0.005 0.238 0.192
0.404 -0.062 0.326
-0.570 -1.640 0.231
-0.174 0.410 -0.433
0.633 0.018 0.283
-1.233 -0.169 0.056
-0.030 0.966 -0.596
0.407 0.769 -0.017
-0.055 0.053 -0.065
0.035 0.000 -0.080
0.424 -0.160 0.011
0.085 -0.144 0.257

Calculated total energy (eV): -99655.874
Gap between HOMO and LUMO (eV): 8.713
Molecular weight (g/mol): 1122.508
Charge: 0

***

[2]
Density functional theory data (the ωB97M-V functional and the def2-TZVPD basis) for a single C21H24N2O molecule.

Atoms and positions in Å:
C 5.500261 2.028409 0.984169
C 4.081026 1.734260 1.470733
N 3.377577 0.871129 0.562254
C 2.575272 1.289944 -0.464094
C 2.133214 0.229917 -1.198995
C 1.191948 0.277957 -2.356359
C -0.240645 -0.018819 -1.894902
C -0.741246 1.084265 -0.976155
O -0.455865 2.254561 -1.117028
N -1.534311 0.644656 0.030942
C -2.219456 1.549705 0.921919
C -3.665761 1.819865 0.469150
C -4.452137 0.542046 0.423379
C -4.518237 -0.204901 -0.746812
C -5.199584 -1.409011 -0.778759
C -5.824062 -1.883294 0.362059
C -5.763727 -1.147142 1.533330
C -5.080002 0.055154 1.563298
C 2.697379 -0.935766 -0.599291
C 2.623135 -2.299941 -0.879396
C 3.319841 -3.178495 -0.081396
C 4.091008 -2.726385 0.992742
C 4.183999 -1.384947 1.294583
C 3.482399 -0.489810 0.495141
H 6.063054 1.103197 0.885884
H 5.469874 2.517028 0.013150
H 6.012290 2.678740 1.688495
H 4.116101 1.256687 2.454804
H 3.517888 2.667310 1.561003
H 2.352004 2.331296 -0.596173
H 1.212231 1.275401 -2.797559
H 1.488666 -0.451693 -3.112706
H -0.280122 -0.982041 -1.383885
H -0.906067 -0.055868 -2.762109
H -1.835218 -0.317055 0.041431
H -2.215738 1.123679 1.929239
H -1.654156 2.484043 0.917200
H -3.636387 2.281100 -0.519198
H -4.121408 2.522025 1.168704
H -4.037146 0.165803 -1.641381
H -5.244922 -1.977336 -1.696461
H -6.358327 -2.821467 0.337838
H -6.252135 -1.510703 2.425665
H -5.036921 0.627445 2.479348
H 2.032251 -2.657495 -1.710469
H 3.276328 -4.239007 -0.284071
H 4.626129 -3.445681 1.595626
H 4.785167 -1.046480 2.125984

Force components x, y, z for each atom (eV/Å):
-0.226 -0.037 0.122
0.440 0.193 0.086
-0.126 -0.026 0.074
-0.199 -0.109 -0.293
0.041 0.297 -0.163
-0.146 0.013 0.221
0.192 0.241 -0.246
-0.090 -0.674 0.082
0.136 0.465 -0.212
-0.185 -0.155 0.255
-0.076 0.310 -0.047
0.257 -0.108 0.113
-0.047 0.155 -0.045
-0.016 0.026 -0.002
-0.015 -0.104 -0.054
-0.046 -0.094 -0.013
-0.032 -0.053 0.083
0.005 -0.003 -0.028
0.256 0.130 0.314
0.004 0.042 0.012
-0.052 -0.218 -0.094
0.081 0.003 0.110
0.102 0.046 0.135
-0.198 -0.428 -0.232
0.082 -0.058 -0.015
0.022 0.044 -0.077
0.104 0.072 0.058
-0.099 0.096 -0.060
-0.009 -0.150 0.063
-0.056 0.220 0.003
-0.011 -0.090 -0.092
-0.013 0.064 -0.055
-0.057 -0.026 -0.019
-0.075 -0.040 0.031
0.165 0.028 -0.100
0.009 0.080 -0.048
-0.049 -0.118 0.112
-0.012 0.063 0.023
-0.036 0.052 -0.031
0.031 0.058 -0.083
-0.010 -0.043 -0.071
-0.045 -0.071 -0.002
-0.041 -0.028 0.069
-0.001 0.071 0.099
-0.058 -0.057 -0.085
-0.010 -0.069 -0.026
0.041 -0.032 0.054
0.068 0.021 0.079

Calculated total energy (eV): -27195.603
Gap between HOMO and LUMO (eV): 8.393
Molecular weight (g/mol): 320.436
ΔE to the lowest compared entry with this formula, charge and spin (kJ/mol): 11.4
SMILES: CCn1cc(CCC(=O)NCCc2ccccc2)c2ccccc21
Charge: 0

***

Quick rundown of max |F|, same order as above: 1.94 0.68 eV/A